[1]
5 unconnected molecules or ions with the total composition C27H56N2O9PS, computed with ωB97M-V/def2-TZVPD.

Geometry as XYZ:
```
96
Properties=species:S:1:pos:R:3
C 4.489 -2.359 3.566
C 3.461 -1.216 3.588
C 2.632 -1.393 4.859
C 2.566 -1.365 2.344
C 1.870 -0.082 1.793
C 0.323 -0.242 1.863
C -0.343 0.071 3.199
N -0.914 -1.136 3.827
P 2.249 -0.045 -0.014
S 4.150 0.089 -0.442
C 2.369 1.273 2.334
C 3.422 1.297 3.471
C 2.780 1.667 4.810
C 4.406 2.441 3.167
N 4.214 0.051 3.571
O 5.282 0.021 2.856
H 5.271 -2.149 4.289
H 4.953 -2.463 2.596
H 4.005 -3.288 3.835
H 2.378 -2.442 4.949
H 3.173 -1.105 5.754
H 1.691 -0.859 4.823
H 3.203 -1.779 1.569
H 1.818 -2.121 2.548
H -0.124 0.367 1.081
H 0.064 -1.264 1.612
H -1.172 0.745 3.010
H 0.318 0.595 3.886
H -1.057 -0.945 4.813
H -0.268 -1.916 3.774
H 1.613 -1.139 -0.619
H 1.554 1.089 -0.458
H 1.518 1.852 2.666
H 2.791 1.838 1.512
H 3.538 1.783 5.573
H 2.264 2.605 4.659
H 2.041 0.949 5.143
H 5.249 2.377 3.844
H 3.907 3.379 3.383
H 4.737 2.421 2.139
O -0.642 0.073 -1.438
C -0.641 -0.010 -2.643
O -1.811 -0.186 -3.267
C -1.969 -0.155 -4.695
C -1.678 -1.504 -5.317
C 0.640 0.006 -3.444
H -1.372 0.645 -5.134
H -3.012 0.105 -4.865
H -0.643 -1.809 -5.159
H -1.869 -1.473 -6.389
H -2.315 -2.267 -4.870
H 1.058 -1.001 -3.454
H 1.350 0.671 -2.957
H 0.520 0.348 -4.468
O 10.105 5.288 -1.361
C 9.600 4.341 -0.821
O 8.848 3.498 -1.555
C 8.339 2.259 -1.047
C 7.032 2.438 -0.305
C 9.737 4.113 0.667
H 9.093 1.754 -0.442
H 8.180 1.641 -1.929
H 7.155 3.067 0.578
H 6.639 1.473 0.015
H 6.295 2.917 -0.949
H 8.982 4.707 1.180
H 10.721 4.459 0.973
H 9.639 3.075 0.974
O -5.389 0.736 -6.251
C -6.144 0.146 -5.526
O -5.821 -1.096 -5.124
C -6.541 -1.812 -4.116
C -7.746 -2.535 -4.680
C -7.472 0.741 -5.119
H -6.808 -1.148 -3.292
H -5.831 -2.536 -3.719
H -8.472 -1.839 -5.099
H -8.240 -3.113 -3.900
H -7.437 -3.209 -5.480
H -8.196 0.547 -5.909
H -7.344 1.815 -5.016
H -7.863 0.362 -4.177
O -9.438 -1.632 -1.402
C -8.516 -1.540 -0.637
O -7.999 -2.660 -0.098
C -6.793 -2.678 0.674
C -7.047 -2.354 2.132
C -7.964 -0.193 -0.226
H -6.042 -2.025 0.229
H -6.420 -3.696 0.582
H -7.437 -1.344 2.258
H -6.124 -2.438 2.705
H -7.782 -3.044 2.547
H -8.572 0.199 0.588
H -8.044 0.480 -1.076
H -6.922 -0.209 0.083
```

Values from the calculation:
E_HOMO (alpha / beta) = -8.2 / -8.6 eV
Lowest unoccupied orbital energy (alpha / beta) = 0.25 / 0.24 eV
Molecular weight = 615.791 g/mol
Expectation value of S² = 0.754
Orbital gap (alpha / beta) = 8.4 / 8.8 eV
Energy = -70437.3270 eV
Spin multiplicity = 2

[2]
A molecular structure, C3H2Br6LiO3, computed with ωB97M-V/def2-TZVPD.

Geometry as XYZ:
```
15
Properties=species:S:1:pos:R:3
Li -1.239 0.254 -0.188
C -2.525 -0.029 -1.905
O -2.264 -0.930 -1.010
O -3.377 -0.001 -2.801
O -1.736 1.041 -1.850
C -0.393 0.216 3.504
Br -1.453 -0.964 2.674
Br 0.256 1.544 2.325
Br 1.126 -0.792 4.077
H -0.794 0.725 4.340
C 2.629 -0.133 -1.903
Br 2.105 -1.071 -3.435
Br 2.790 -1.409 -0.385
Br 1.356 1.162 -1.318
H 3.519 0.387 -2.124
```

Values from the calculation:
E_HOMO = -2.8 eV
Lowest unoccupied orbital energy = 2.05 eV
Molecular weight = 572.411 g/mol
Orbital gap = 4.9 eV
Energy = -429747.1779 eV
Energy above the lowest of the compared OMol25 structures with the same formula, charge and spin = 0.0 kcal/mol
Net charge = -1
Spin multiplicity = 1

Q: Which value of molecular weight does entry 1 give?
A: 615.791 g/mol

Q: Which of these has the lowest spin multiplicity?
A: C3H2Br6LiO3